Below is a 6-piece molecular cluster, C34H74FN3O18S6 overall, with properties calculated with ωB97M-V with the def2-TZVPD basis set.

Frontier orbital gap (Ha): 0.310
SMILES: CC(=O)N(C)N(CCCCCCCCCCCCn1cccc1)S(=O)(=O)F.CCOS(C)(=O)=O.CCOS(C)(=O)=O.CCOS(C)(=O)=O.CCOS(C)(=O)=O.CCOS(C)(=O)=O

```
136
C34H74FN3O18S6 ωB97M-V with the def2-TZVPD basis set
C 4.84321 -1.82168 3.60204
C 5.82317 -1.38497 2.52662
O 6.96935 -1.79000 2.59057
N 5.44856 -0.50546 1.43556
C 6.37456 -0.56171 0.30026
N 5.14069 0.82865 1.80935
C 3.70425 1.02988 2.09520
C 2.99452 1.45327 0.76951
C 2.22012 2.79868 0.89852
C 0.75147 2.64760 0.38744
C -0.19257 3.28548 1.45116
C -0.15474 2.37606 2.70765
C -1.37002 2.67670 3.62395
C -2.33400 1.48204 3.77303
C -2.70300 0.78039 2.44073
C -2.07465 -0.63359 2.39339
C -2.45957 -1.41885 1.11719
C -1.30315 -2.21070 0.45082
N -0.26796 -2.67566 1.37431
C 1.01787 -2.42896 1.04758
C 1.82671 -2.96219 2.00638
C 0.94826 -3.52745 2.96323
C -0.34002 -3.34744 2.55085
S 6.14856 1.50884 2.97424
O 5.88669 2.90250 2.94638
O 7.50391 1.18499 2.74573
F 5.66425 1.02659 4.40417
H 4.46712 -2.82943 3.41888
H 4.02869 -1.12570 3.80033
H 5.42304 -1.89296 4.52492
H 7.14404 0.20860 0.39400
H 5.79574 -0.29542 -0.59335
H 6.77640 -1.55448 0.12968
H 3.21696 0.15254 2.51871
H 3.58566 1.88234 2.76496
H 3.77924 1.60910 0.02075
H 2.37152 0.64921 0.37101
H 2.27349 3.20621 1.90848
H 2.68238 3.54264 0.24272
H 0.64344 3.14472 -0.57699
H 0.45899 1.59709 0.31562
H 0.17684 4.28268 1.70786
H -1.19437 3.30811 1.01342
H 0.78681 2.51608 3.24520
H -0.14443 1.34543 2.33800
H -0.99752 3.00579 4.59868
H -1.91827 3.51174 3.17609
H -1.89493 0.78065 4.49046
H -3.25876 1.88160 4.20377
H -2.31820 1.32985 1.57565
H -3.78986 0.67024 2.40116
H -2.47818 -1.17503 3.25684
H -0.99277 -0.54865 2.52439
H -3.31477 -2.06897 1.31882
H -2.78463 -0.67900 0.37471
H -1.76527 -3.07480 -0.03989
H -0.79146 -1.58934 -0.28705
H 1.30150 -1.88528 0.15963
H 2.90271 -2.94411 2.03199
H 1.28006 -4.01370 3.88075
H -1.26026 -3.65079 3.02130
O -4.86475 5.58311 5.07553
S -4.50026 6.65199 4.19768
O -3.42603 6.50932 3.26618
O -4.26646 7.97166 5.05849
C -3.34445 7.90173 6.16290
C -1.89980 7.94102 5.70424
C -5.93300 7.20344 3.33460
H -3.54514 7.01438 6.76576
H -3.55521 8.76979 6.78540
H -1.63687 7.03915 5.15196
H -1.23212 8.02014 6.56268
H -1.72982 8.78943 5.04109
H -6.73734 7.35490 4.04929
H -6.20191 6.42804 2.62061
H -5.69449 8.12683 2.81313
O 3.22791 -4.17715 5.82462
S 3.12589 -4.94289 7.02794
O 3.00528 -4.31278 8.30406
O 4.32934 -5.98481 7.07443
C 5.66942 -5.47731 6.92371
C 6.18058 -4.82720 8.19431
C 1.82432 -6.11604 6.85299
H 5.71891 -4.78868 6.07823
H 6.28985 -6.33705 6.67657
H 5.63231 -3.91234 8.41741
H 7.23609 -4.57384 8.09140
H 6.05587 -5.49663 9.04563
H 1.93858 -6.62922 5.90173
H 0.88529 -5.56705 6.87656
H 1.87024 -6.81649 7.68282
O -0.51315 -0.89313 -2.42843
S 0.04856 0.20019 -3.16588
O 0.00064 1.52976 -2.64803
O -0.52782 0.18491 -4.63962
C -1.96103 0.16509 -4.80984
C -2.57830 1.53063 -4.58136
C 1.71559 -0.18457 -3.58314
H -2.40988 -0.58607 -4.15857
H -2.14349 -0.14624 -5.83617
H -2.49213 1.83513 -3.53784
H -3.63626 1.51309 -4.84446
H -2.07203 2.28695 -5.18237
H 1.74881 -1.18222 -4.01276
H 2.30008 -0.14741 -2.66532
H 2.07908 0.55749 -4.28917
O -5.10714 -1.27248 -5.74873
S -4.79776 -2.65748 -5.55582
O -3.46231 -3.14322 -5.70629
O -5.77196 -3.53304 -6.45941
C -5.82976 -3.21346 -7.86401
C -4.61949 -3.73399 -8.61021
C -5.41530 -3.17312 -3.98928
H -5.94390 -2.13699 -8.00231
H -6.73412 -3.68456 -8.24591
H -3.71778 -3.20619 -8.30240
H -4.74329 -3.59305 -9.68418
H -4.46389 -4.79405 -8.40597
H -6.44559 -2.84190 -3.89099
H -4.79414 -2.71005 -3.22503
H -5.34483 -4.25581 -3.92411
O -1.99262 -1.42720 -9.62512
S -0.65982 -1.06975 -9.24656
O -0.36313 -0.64608 -7.91419
O -0.10830 0.01647 -10.27241
C -0.89976 1.19961 -10.49238
C -0.76336 2.19682 -9.35821
C 0.44104 -2.37025 -9.68967
H -1.94384 0.92903 -10.65922
H -0.52897 1.64162 -11.41567
H -1.20758 1.81292 -8.44001
H -1.26473 3.13096 -9.61310
H 0.28703 2.40133 -9.15022
H 0.24462 -2.66242 -10.71769
H 0.24927 -3.20283 -9.01598
H 1.46308 -2.01980 -9.57131
```

These are the Mulliken partial charges, in e, on atoms 1 to 4:
1. C -1.083
2. C 0.424
3. O -0.563
4. N 0.290